The following is a DFT calculation (ωB97M-V with the def2-TZVPD basis set) of a molecular structure, C44H45Cl5N6O5STi.

Properties
E_HOMO (spin up / spin down) in eV: 0.51 / -2.90
Spin multiplicity: 3
Energy relative to the best compared isomer or geometry (same formula, charge and spin) in kcal per mole: 21.5
Charge: -2
Gap between HOMO and LUMO (spin up / spin down) in eV: 3.4 / 6.8

Structure (XYZ):
```
107
Properties=species:S:1:pos:R:3:forces:R:3:mulliken_spin:R:1
Ti 0.46011 1.87789 -0.28217 -0.5 -0.4 -0.2 0.953
Cl -1.44717 4.15375 4.88116 0.0 0.0 0.1 0.000
Cl -1.44985 7.64031 0.76679 0.0 0.0 0.0 0.000
Cl -2.02000 7.01038 3.76130 0.0 0.0 0.0 0.001
Cl -0.31167 1.95684 3.00207 0.0 0.0 0.1 0.001
Cl -0.32671 5.44835 -1.10808 0.0 0.0 0.0 0.001
S -2.28320 0.48892 0.72906 0.0 0.1 0.1 -0.011
O 3.93923 4.24842 -4.77974 0.0 0.0 0.0 0.003
O 2.26935 2.17847 0.55910 0.0 -0.1 -0.1 -0.016
O -0.82409 2.32008 -1.71192 0.4 -0.1 0.4 -0.036
O -1.23011 2.89644 -3.85038 0.0 0.0 0.0 0.136
O 4.43597 2.67013 0.24597 0.0 0.0 0.0 0.009
N 3.22696 -1.90909 1.59651 0.0 0.0 0.0 0.002
N -2.54280 -0.67054 -1.63605 0.0 0.1 0.0 0.006
N 1.36623 -0.45324 1.30122 -0.1 0.1 0.0 -0.038
N 1.59008 2.83855 -1.73926 0.0 0.1 0.1 0.062
N -3.38305 1.44662 -1.53257 0.0 0.0 0.0 0.004
N 2.97272 -0.74733 -0.37980 0.0 -0.1 0.1 -0.021
C 2.83239 -1.32605 -2.68590 0.0 0.0 0.0 0.005
C 0.89670 -0.77639 -3.99053 0.0 0.0 0.0 0.025
C 0.97381 3.08308 -2.93160 0.0 0.1 0.0 0.198
C 0.07233 -1.57570 5.12832 0.0 0.0 0.0 0.000
C -1.39038 5.77737 2.71979 0.0 0.0 0.0 0.007
C 2.98086 -3.27591 1.37116 0.0 0.0 0.0 0.001
C 2.76064 0.63236 3.57736 0.0 0.1 0.0 0.001
C 0.95930 -0.84446 2.59055 0.0 0.0 0.0 0.005
C -4.87658 2.74741 0.00458 0.0 0.0 0.0 0.001
C 3.27820 2.60240 -0.14182 0.2 0.1 -0.1 -0.022
C 2.23739 -0.64853 -1.60197 -0.1 0.0 0.0 0.026
C 2.14189 -1.37913 -3.88504 0.0 0.0 0.0 0.006
C -0.63119 3.54055 2.34329 0.0 0.1 0.0 -0.054
C -6.19529 2.48262 -0.72574 0.0 0.0 0.0 0.000
C -0.57185 -2.06389 4.00103 0.0 0.0 0.0 0.000
C 1.77201 3.58314 -4.00263 0.0 0.0 -0.1 0.231
C -4.47790 -4.48217 -0.40758 0.0 0.0 0.0 0.000
C -6.49400 1.00578 -0.97694 0.0 0.0 0.0 0.000
C -2.55714 -2.83124 -0.41185 0.0 0.0 0.0 0.001
C 2.39665 -3.74051 0.19120 0.0 0.0 0.0 -0.002
C 1.15250 -0.71588 4.97930 0.0 0.0 0.0 0.000
C 0.37888 -0.08237 -2.90787 0.0 -0.1 0.0 0.010
C 2.20406 -5.09978 -0.00348 0.0 0.0 0.0 0.001
C 3.11041 3.77301 -3.78183 0.0 0.0 0.0 -0.081
C -3.62289 2.72444 -0.86154 0.0 0.0 0.0 -0.002
C 3.90132 -3.69462 3.67797 0.0 0.0 0.0 0.000
C 2.43919 -0.97335 0.84787 0.0 0.0 0.0 0.017
C -0.13203 -1.69562 2.73926 0.0 0.0 0.0 -0.001
C 2.87711 3.01287 -1.54417 -0.1 0.0 0.0 -0.027
C 1.61668 -0.33486 3.72439 0.0 0.0 0.0 -0.001
C -1.13468 4.50393 3.21335 0.0 0.1 -0.1 -0.007
C -2.76083 0.42741 -0.88374 0.0 0.0 -0.1 -0.004
C -0.62842 5.04077 0.55905 0.0 -0.1 0.0 -0.004
C -3.68353 -3.46481 -1.21704 0.0 0.0 0.0 0.000
C -0.35847 3.74492 0.99743 0.0 -0.1 0.0 0.118
C -1.74565 -1.80862 -1.19730 0.0 0.0 0.0 0.006
C 3.13578 -5.54429 2.15105 0.0 0.0 0.0 0.000
C 2.57830 -6.01297 0.96934 0.0 0.0 0.0 0.000
C 3.72471 3.49556 -2.53764 0.0 0.0 -0.1 0.332
C -1.13347 6.04950 1.37927 0.0 0.0 0.0 -0.012
C 3.33982 -4.19030 2.37461 0.0 0.0 0.0 0.000
C 4.19273 -1.97129 -2.57831 0.0 0.0 0.0 -0.001
C -0.42752 2.78281 -2.90145 0.0 0.1 -0.1 0.090
C 1.02396 0.03991 -1.66216 0.1 0.3 0.1 -0.004
H 3.20734 -1.69272 2.58301 0.0 0.0 0.0 0.001
H -3.01406 1.58986 -2.46907 0.0 0.0 0.0 0.000
H 1.74704 -5.43782 -0.92546 0.0 0.0 0.0 0.000
H 4.80280 -3.09438 3.52675 0.0 0.0 0.0 0.000
H 0.35492 -0.80389 -4.93086 0.0 0.0 0.0 0.002
H 4.15543 -4.53027 4.32959 0.0 0.0 0.0 0.000
H 1.64302 -0.31055 5.85799 0.0 0.0 0.0 0.000
H 2.49315 1.45292 2.90936 0.0 0.0 0.0 0.000
H -4.35254 -2.67601 -1.57280 0.0 0.0 0.0 0.000
H -1.42771 -2.72065 4.10038 0.0 0.0 0.0 0.000
H 2.42596 -7.07437 0.81923 0.0 0.0 0.0 0.000
H 3.17456 -3.06771 4.20653 0.0 0.0 0.0 0.000
H 4.20701 -2.80209 -1.86329 0.0 0.0 0.0 0.000
H -0.56653 0.42511 -3.05298 0.0 0.0 0.0 0.006
H -0.27482 -1.84489 6.11859 0.0 0.0 0.0 0.000
H -2.96375 -2.34165 0.47734 0.0 0.0 0.0 0.000
H -3.70700 3.46636 -1.65826 0.0 0.0 0.0 0.000
H -4.92268 -4.01099 0.47167 0.0 0.0 0.0 0.000
H -7.48977 0.87125 -1.40846 0.0 0.0 0.0 0.000
H -4.75805 2.03968 0.82902 0.0 0.0 0.0 -0.001
H 3.65209 0.18405 3.12780 0.0 0.0 0.0 0.000
H 1.31616 3.78889 -4.96481 0.0 0.0 0.0 0.030
H -5.28499 -4.92823 -0.99300 0.0 0.0 0.0 0.000
H 3.88127 -1.17071 -0.45943 0.0 0.0 0.0 0.001
H 4.77978 3.63990 -2.36922 0.0 0.0 0.0 0.038
H -6.19990 3.02837 -1.67610 0.0 0.0 0.0 0.000
H 2.07366 -3.04192 -0.57093 0.0 0.0 0.0 0.001
H 3.38936 4.37641 -5.55918 0.0 0.0 0.0 0.003
H -7.01360 2.90411 -0.13208 0.0 0.0 0.0 0.000
H -6.45533 0.44524 -0.03940 0.0 0.0 0.0 0.000
H 3.04584 1.03168 4.55118 0.0 0.0 0.0 0.000
H -2.70291 -0.57066 -2.62619 0.0 0.0 0.0 -0.002
H -0.64168 -2.03342 1.84592 0.0 0.0 0.0 0.001
H 2.58922 -1.88611 -4.73482 0.0 0.0 0.0 0.001
H -3.83274 -5.29043 -0.05428 0.0 0.0 0.0 0.000
H -4.91265 3.74229 0.46009 0.0 0.0 0.0 0.000
H 4.96055 -1.25482 -2.26923 0.0 0.0 0.0 0.001
H 3.41355 -6.24460 2.93185 0.0 0.0 0.0 0.000
H -0.90393 -1.43866 -0.60993 0.0 0.0 0.0 0.009
H -1.32736 -2.26462 -2.09764 0.0 0.0 0.0 -0.003
H -3.26867 -3.94383 -2.11146 0.0 0.0 0.0 0.000
H -5.76262 0.56230 -1.65004 0.0 0.0 0.0 0.000
H 4.49458 -2.36930 -3.54759 0.0 0.0 0.0 0.000
H -1.87182 -3.61078 -0.05823 0.0 0.0 0.0 0.000
H -2.75007 2.99557 -0.26682 0.0 0.0 0.0 0.003
```
Forces are in eV/Å.